Here is 2 unconnected molecules or ions with the total composition C5H14OP at a distorted geometry from OMol25. Energies are from ωB97M-V/def2-TZVPD.

Output
Lowest unoccupied orbital energy (spin up / spin down) ... -0.26575 / -0.12333 hartree
ΔE to the lowest compared entry with this formula, charge and spin ... 118.6 kcal per mole
Highest occupied orbital energy (spin up / spin down) ... -11.757 / -14.369 eV
Electronic energy ... -16736.9577 eV
HOMO-LUMO gap (spin up / spin down) ... 4.5 / 11.0 eV
Multiplicity ... 1
Charge ... +1

Structure (XYZ):
```
21
C5H14OP ωB97M-V/def2-TZVPD
C 1.9694 0.3389 -1.6201
C -0.8727 -1.7853 0.4081
C 0.7838 0.2681 2.3856
C -3.5714 0.4854 -1.3658
C 1.8154 1.0930 -0.3038
O -0.3139 -0.5146 -0.0892
P 0.2680 0.7696 0.7019
H 1.3773 -0.5910 -1.5958
H 1.6206 0.9534 -2.4982
H 3.1152 0.3207 -1.8150
H -0.1035 -1.9959 1.1081
H -1.1762 -2.4349 -0.4414
H -1.8114 -1.6804 1.0024
H 0.9860 -0.6997 2.6517
H 0.0686 0.7218 3.0786
H 1.6903 0.8753 2.5312
H -2.6613 0.7973 -1.8155
H -4.5707 0.2532 -1.8885
H -3.4653 0.2082 -0.3538
H 2.1930 2.0768 -0.3297
H 2.6588 0.5401 0.2489
```